--- 1 ---
Entry from OMol25: CBrFN2O4 in the gas phase (wB97M-V/def2-TZVPD).

Last columns: bonded neighbours and bond lengths (Å).
Cartesian coordinates (Å):
1 O -0.38 -1.64 -1.17  N2 1.201
2 N 0.27 -1.25 -0.23  O1 1.201, O3 1.213, C4 1.560
3 O 1.28 -1.73 0.25  N2 1.213
4 C -0.34 0.03 0.41  N2 1.560, F5 1.368, Br6 1.864, N7 1.529
5 F -0.07 0.04 1.76  C4 1.368
6 Br -2.16 -0.05 0.05  C4 1.864
7 N 0.30 1.29 -0.18  C4 1.529, O8 1.201, O9 1.196
8 O -0.19 1.62 -1.23  N7 1.201
9 O 1.30 1.70 0.34  N7 1.196

SMILES: O=[N+]([O-])C(F)(Br)[N+](=O)[O-]
gap between HOMO and LUMO: 10.03 eV
2S+1: 1

=====

--- 2 ---
Entry from OMol25: 2 unconnected molecules or ions with the total composition CBrFN2O4 (wB97M-V/def2-TZVPD).

Last columns: bonded neighbours and bond lengths (Å).
Cartesian coordinates (Å):
1 C -0.36 -0.18 -0.17  N2 1.412, N3 1.464, F8 1.306
2 N 1.00 -0.05 -0.56  C1 1.412, O4 1.241, O5 1.219
3 N -1.27 0.95 -0.03  C1 1.464, O6 1.186, O7 1.201
4 O 1.40 1.11 -0.74  N2 1.241
5 O 1.72 -1.03 -0.57  N2 1.219
6 O -1.27 1.82 -0.84  N3 1.186
7 O -2.06 0.79 0.85  N3 1.201
8 F -0.79 -1.28 0.39  C1 1.306
9 Br 4.59 -0.43 0.32  no bonds

gap between HOMO and LUMO (alpha / beta): 7.44 / 7.57 eV
2S+1: 1

=====

Here is how they stack up, most stable first: 1, 2.

=====

--- 1 ---
Entry from OMol25: 2 unconnected molecules or ions with the total composition C3H3ClFO2 (wB97M-V/def2-TZVPD).

Last columns: bonded neighbours and bond lengths (Å).
Cartesian coordinates (Å):
1 C -1.17 -0.39 1.22  C3 1.703, O4 1.212, O5 1.195
2 C 0.73 -0.28 -1.60  H8 1.041, H9 1.092, H10 1.070
3 C 0.14 0.53 0.66  C1 1.703, F6 1.349, Cl7 1.705
4 O -1.37 -1.40 0.58  C1 1.212
5 O -1.68 0.11 2.18  C1 1.195
6 F -0.27 1.79 0.39  C3 1.349
7 Cl 1.53 0.62 1.64  C3 1.705
8 H 1.57 -0.90 -1.58  C2 1.041
9 H 0.70 0.69 -2.10  C2 1.092
10 H -0.19 -0.77 -1.39  C2 1.070

net charge: -1
gap between HOMO and LUMO (alpha / beta): 7.32 / 7.63 eV
2S+1: 1

=====

--- 2 ---
Entry from OMol25: 2 unconnected molecules or ions with the total composition C3H3ClFO2 (wB97M-V/def2-TZVPD).

Last columns: bonded neighbours and bond lengths (Å).
Cartesian coordinates (Å):
1 C -0.91 0.29 -2.16  C3 1.495, O4 1.251, O5 1.251
2 C 1.50 0.14 2.07  H8 1.104, H9 1.126, H10 1.082
3 C -0.70 -0.22 -0.77  C1 1.495, F6 1.365, Cl7 1.704
4 O -0.47 -0.41 -3.11  C1 1.251
5 O -1.40 1.43 -2.21  C1 1.251
6 F -1.37 0.37 0.26  C3 1.365
7 Cl -0.82 -1.89 -0.43  C3 1.704
8 H 1.15 0.92 2.77  C2 1.104
9 H 1.08 0.10 1.03  C2 1.126
10 H 1.94 -0.73 2.54  C2 1.082

net charge: -1
gap between HOMO and LUMO (alpha / beta): 7.18 / 7.99 eV
2S+1: 1

=====

Here is how they stack up, most stable first: 1, 2.

=====

--- 1 ---
Entry from OMol25: a gas-phase ion, C4H10NS (charge -1) (wB97M-V/def2-TZVPD).

Last columns: bonded neighbours and bond lengths (Å).
Cartesian coordinates (Å):
1 C -1.48 -0.59 0.90  N2 1.476, H7 1.100, H8 1.099, H9 1.076
2 N -1.46 0.65 0.09  C1 1.476, C3 1.488, H10 1.019
3 C -0.41 0.64 -0.96  N2 1.488, C4 1.550, H11 1.099, H12 1.159
4 C 1.06 0.69 -0.46  C3 1.550, C5 1.522, H13 1.096, H14 1.110
5 C 1.57 -0.49 0.36  C4 1.522, S6 1.833, H15 1.156, H16 1.076
6 S 3.39 -0.33 0.50  C5 1.833
7 H -1.54 -1.47 0.24  C1 1.100
8 H -2.40 -0.65 1.48  C1 1.099
9 H -0.67 -0.61 1.61  C1 1.076
10 H -2.29 0.58 -0.49  N2 1.019
11 H -0.58 1.56 -1.53  C3 1.099
12 H -0.51 -0.21 -1.74  C3 1.159
13 H 1.12 1.66 0.05  C4 1.096
14 H 1.65 0.62 -1.39  C4 1.110
15 H 1.17 -1.48 -0.08  C5 1.156
16 H 1.38 -0.56 1.41  C5 1.076

SMILES: CNCCC[S-]
net charge: -1
gap between HOMO and LUMO: 5.72 eV
2S+1: 1

=====

--- 2 ---
Entry from OMol25: 2 unconnected molecules or ions with the total composition C4H10NS (wB97M-V/def2-TZVPD).

Last columns: bonded neighbours and bond lengths (Å).
Cartesian coordinates (Å):
1 C -1.38 1.43 -1.51  C2 1.350, H4 1.082, H5 1.078
2 C -0.18 2.05 -1.56  C1 1.350, N3 1.351, H6 1.089
3 N 1.05 1.51 -1.36  C2 1.351, H7 1.047, H8 1.000
4 H -1.46 0.36 -1.43  C1 1.082
5 H -2.27 1.98 -1.74  C1 1.078
6 H -0.18 3.13 -1.73  C2 1.089
7 H 1.19 0.49 -1.18  N3 1.047
8 H 1.85 2.06 -1.59  N3 1.000
9 C 0.28 -1.56 2.30  C10 1.529, H12 1.088, H13 1.092, H14 1.100
10 C -0.07 -1.72 0.82  C9 1.529, S11 1.820, H15 1.097, H16 1.095
11 S 1.40 -1.49 -0.22  C10 1.820
12 H 0.77 -0.59 2.43  C9 1.088
13 H 0.97 -2.35 2.59  C9 1.092
14 H -0.59 -1.63 2.97  C9 1.100
15 H -0.84 -0.98 0.56  C10 1.097
16 H -0.54 -2.69 0.64  C10 1.095

net charge: -1
gap between HOMO and LUMO: 6.58 eV
2S+1: 1

=====

Here is how they stack up, most stable first: 2, 1.